Density functional theory data (ωB97M-V/def2-TZVPD) for a 4-piece molecular cluster, C23H49F3N2O12PS overall.

Positions of all 91 atoms, in Å:
1 C 5.97 -2.00 1.06
2 C 6.08 -0.77 0.20
3 O 6.07 -0.86 -1.01
4 O 6.17 0.45 0.83
5 C 4.92 1.16 0.73
6 C 4.34 1.40 2.11
7 C 3.01 2.15 2.07
8 C 2.00 1.32 1.22
9 C 0.67 1.21 1.96
10 C -0.42 0.61 1.05
11 N 0.17 -0.21 -0.02
12 P -0.89 -0.38 -1.34
13 N -1.52 0.98 -1.83
14 C 0.64 -1.57 0.34
15 C 2.12 -1.75 -0.21
16 O 2.99 -2.29 0.51
17 O 2.24 -1.31 -1.34
18 S 0.60 -2.05 2.07
19 O 1.63 -1.46 2.85
20 O -0.70 -2.01 2.66
21 C 1.04 -3.89 2.01
22 F 2.15 -4.12 2.65
23 F 1.09 -4.37 0.78
24 F 0.08 -4.57 2.65
25 H 5.16 -1.93 1.78
26 H 6.93 -2.16 1.54
27 H 5.76 -2.85 0.42
28 H 5.03 2.13 0.25
29 H 4.26 0.59 0.09
30 H 5.06 2.01 2.66
31 H 4.20 0.48 2.69
32 H 2.59 2.17 3.07
33 H 3.11 3.18 1.72
34 H 2.45 0.36 1.02
35 H 1.78 1.88 0.32
36 H 0.74 0.70 2.91
37 H 0.36 2.23 2.19
38 H -1.24 0.16 1.61
39 H -0.87 1.46 0.55
40 H -0.09 -0.94 -2.35
41 H -1.86 -1.37 -1.03
42 H -2.53 0.87 -1.76
43 H 0.07 -2.32 -0.21
44 C -4.39 4.27 -6.95
45 O -4.20 5.03 -5.78
46 C -4.92 4.51 -4.66
47 C -4.02 3.73 -3.73
48 O -3.54 2.55 -4.33
49 C -2.20 2.65 -4.79
50 H -3.65 4.59 -7.68
51 H -4.25 3.20 -6.77
52 H -5.39 4.44 -7.37
53 H -5.75 3.89 -5.00
54 H -5.33 5.37 -4.12
55 H -4.60 3.44 -2.85
56 H -3.19 4.36 -3.38
57 H -1.51 2.63 -3.94
58 H -2.05 3.57 -5.37
59 H -2.00 1.79 -5.42
60 C -8.15 1.73 -0.47
61 O -7.54 2.59 -1.41
62 C -8.12 2.51 -2.70
63 C -9.05 3.68 -2.97
64 O -10.20 3.63 -2.13
65 C -10.12 4.53 -1.04
66 H -7.80 2.01 0.52
67 H -9.24 1.81 -0.49
68 H -7.86 0.69 -0.66
69 H -8.65 1.56 -2.83
70 H -7.30 2.54 -3.42
71 H -9.40 3.62 -4.00
72 H -8.52 4.63 -2.85
73 H -10.27 5.56 -1.38
74 H -9.17 4.44 -0.52
75 H -10.92 4.27 -0.34
76 C 5.87 -4.14 4.26
77 O 7.11 -4.46 3.66
78 C 8.10 -4.89 4.58
79 C 8.25 -6.39 4.57
80 O 7.09 -7.04 5.06
81 C 6.27 -7.57 4.03
82 H 5.13 -4.03 3.48
83 H 5.55 -4.91 4.96
84 H 5.95 -3.18 4.79
85 H 7.86 -4.53 5.59
86 H 9.05 -4.43 4.28
87 H 9.08 -6.67 5.24
88 H 8.50 -6.74 3.57
89 H 6.73 -8.47 3.60
90 H 6.10 -6.83 3.24
91 H 5.32 -7.84 4.47

Values from the calculation:
- HOMO-LUMO gap: 0.291 hartree
- Total charge: -1
- E_LUMO: 2.1308 eV
- Total energy: -80468.876 eV
- E_HOMO: -5.7926 eV

---

Density functional theory data (ωB97M-V/def2-TZVPD) for a 5-piece molecular cluster, C23H49IN4O6 overall.

Positions of all 83 atoms, in Å:
1 N -2.52 2.43 1.94
2 C -2.43 1.14 1.78
3 N -1.81 0.37 2.82
4 N -3.00 0.61 0.59
5 C -3.13 -0.86 0.56
6 C -2.11 -1.51 -0.49
7 C -0.68 -0.86 -0.46
8 C 0.21 -1.50 0.69
9 C 1.58 -1.96 0.06
10 N 1.21 -3.10 -0.84
11 C 2.61 -2.47 1.15
12 C 3.65 -1.38 1.65
13 C 3.24 0.11 1.38
14 C 3.88 0.63 0.02
15 I 5.84 1.53 0.32
16 O 1.92 -2.96 2.32
17 C 1.48 -4.29 2.16
18 O 1.52 -5.00 3.40
19 H -2.08 2.70 2.82
20 H -1.45 -0.54 2.50
21 H -0.97 0.90 3.07
22 H -3.90 1.05 0.40
23 H -4.15 -1.09 0.14
24 H -3.10 -1.36 1.56
25 H -2.57 -1.44 -1.50
26 H -1.98 -2.59 -0.21
27 H -0.67 0.25 -0.32
28 H -0.19 -1.05 -1.46
29 H 0.37 -0.77 1.52
30 H -0.29 -2.40 1.14
31 H 1.98 -1.16 -0.61
32 H 0.55 -3.71 -0.36
33 H 2.04 -3.61 -1.14
34 H 3.21 -3.29 0.67
35 H 4.63 -1.59 1.17
36 H 3.78 -1.50 2.75
37 H 2.15 0.32 1.41
38 H 3.69 0.72 2.22
39 H 3.19 1.41 -0.39
40 H 3.95 -0.21 -0.71
41 H 0.40 -4.33 1.83
42 H 2.08 -4.89 1.43
43 H 2.18 -5.70 3.30
44 C -6.37 2.81 1.64
45 C -6.92 1.54 2.21
46 O -7.75 0.89 1.61
47 C -6.41 1.10 3.55
48 H -6.82 3.01 0.67
49 H -6.59 3.65 2.31
50 H -5.28 2.72 1.51
51 H -6.64 1.85 4.31
52 H -5.33 0.93 3.50
53 H -6.89 0.16 3.84
54 C -12.75 0.82 -0.01
55 C -11.86 0.98 1.20
56 O -12.29 1.42 2.24
57 C -10.42 0.57 1.06
58 H -13.75 1.16 0.24
59 H -12.37 1.43 -0.83
60 H -12.79 -0.23 -0.31
61 H -9.93 1.16 0.28
62 H -10.36 -0.49 0.81
63 H -9.90 0.73 2.00
64 C 7.09 4.40 -2.08
65 C 8.07 3.63 -2.93
66 O 7.78 2.55 -3.39
67 C 9.40 4.27 -3.20
68 H 6.18 3.81 -1.97
69 H 7.52 4.56 -1.09
70 H 6.85 5.35 -2.54
71 H 9.94 4.43 -2.26
72 H 9.27 5.22 -3.72
73 H 10.00 3.61 -3.83
74 C 7.96 -2.55 -5.15
75 C 7.03 -1.77 -4.25
76 O 6.07 -2.30 -3.73
77 C 7.34 -0.32 -4.03
78 H 7.62 -3.58 -5.22
79 H 7.96 -2.11 -6.15
80 H 8.97 -2.54 -4.73
81 H 7.31 0.22 -4.98
82 H 8.32 -0.21 -3.56
83 H 6.59 0.11 -3.37

Values from the calculation:
- HOMO-LUMO gap: 0.343 hartree
- E_LUMO: 0.2782 eV
- Total energy: -50989.905 eV
- E_HOMO: -9.0490 eV
- SMILES: [H]/N=C(\N)NCCCC[C@H](N)[C@@H](CCCI)OCO.CC(C)=O.CC(C)=O.CC(C)=O.CC(C)=O

---

Density functional theory data (ωB97M-V/def2-TZVPD) for C23H49LaN3OP4 as an isolated structure.

Positions of all 81 atoms, in Å:
1 La -0.15 -0.23 -0.90
2 P 0.44 -2.91 -1.63
3 P 2.59 -0.27 0.41
4 P -3.03 0.27 -1.17
5 H 1.75 3.18 -1.05
6 C 0.67 3.06 -0.87
7 C 0.15 3.02 0.38
8 H 0.77 3.14 1.27
9 C 1.14 -2.51 -3.29
10 C 1.54 -4.25 -1.12
11 C -1.02 -3.86 -2.19
12 C 3.23 1.22 1.28
13 C 3.23 -1.56 1.55
14 C 3.82 -0.40 -0.94
15 C -3.62 2.00 -0.89
16 C -4.56 -0.71 -0.94
17 C -3.04 0.28 -3.00
18 H 0.04 2.97 -1.76
19 H -0.90 2.78 0.55
20 H 1.39 -3.47 -3.75
21 H 2.06 -1.91 -3.20
22 H 0.41 -1.98 -3.91
23 H 1.41 -5.10 -1.81
24 H 1.30 -4.57 -0.11
25 H 2.59 -3.93 -1.14
26 H -0.66 -4.74 -2.73
27 H -1.65 -3.25 -2.85
28 H -1.61 -4.17 -1.32
29 H 4.28 1.39 0.98
30 H 3.18 1.08 2.37
31 H 2.63 2.09 1.02
32 H 4.33 -1.46 1.65
33 H 3.00 -2.56 1.16
34 H 2.76 -1.46 2.54
35 H 4.83 -0.45 -0.50
36 H 3.74 0.48 -1.59
37 H 3.62 -1.30 -1.55
38 H -4.20 2.33 -1.76
39 H -2.75 2.67 -0.76
40 H -4.24 2.05 0.01
41 H -5.36 -0.32 -1.60
42 H -4.90 -0.68 0.10
43 H -4.35 -1.75 -1.21
44 H -4.06 0.54 -3.32
45 H -2.77 -0.72 -3.39
46 H -2.34 1.02 -3.41
47 C -0.48 1.45 -5.19
48 C 0.12 0.57 -6.09
49 C -0.09 0.73 -7.47
50 C -0.93 1.76 -7.92
51 C -1.59 2.61 -7.03
52 C -1.37 2.44 -5.65
53 O -0.22 1.35 -3.80
54 H 0.64 0.90 -3.65
55 H 0.72 -0.25 -5.72
56 H 0.39 0.06 -8.18
57 H -1.07 1.92 -9.00
58 H -2.26 3.40 -7.38
59 H -1.89 3.07 -4.93
60 C -0.43 -0.80 5.24
61 N -0.51 0.54 4.61
62 C -1.93 0.97 4.53
63 N -2.77 -0.03 3.80
64 C -2.63 -1.35 4.45
65 N -1.22 -1.81 4.49
66 C -0.67 -2.08 3.15
67 P -0.67 -0.53 2.05
68 C 0.15 0.59 3.31
69 C -2.46 -0.07 2.38
70 H -0.84 -0.71 6.26
71 H 0.63 -1.12 5.26
72 H -1.99 1.94 4.00
73 H -2.31 1.04 5.56
74 H -3.22 -2.09 3.88
75 H -3.00 -1.26 5.49
76 H 0.36 -2.45 3.25
77 H -1.30 -2.85 2.67
78 H 0.13 1.61 2.91
79 H 1.21 0.30 3.41
80 H -3.11 -0.81 1.88
81 H -2.66 0.91 1.92

Values from the calculation:
- HOMO-LUMO gap: 0.213 hartree
- Total charge: +3
- E_LUMO: -10.0215 eV
- Total energy: -69153.085 eV
- Relative energy (zero: lowest compared OMol25 entry of this formula, charge and spin): 0.0 kcal per mole
- E_HOMO: -15.8235 eV

---

Density functional theory data (ωB97M-V/def2-TZVPD) for a 9-piece molecular cluster, C23H49N2O23 overall.

Positions of all 97 atoms, in Å:
1 C 1.86 0.24 0.75
2 C 0.41 -0.35 0.68
3 C 0.27 -1.73 1.10
4 O -0.63 0.47 1.20
5 H 2.53 -0.33 0.11
6 H 2.36 0.20 1.72
7 H 1.84 1.22 0.27
8 H 0.23 -0.31 -0.40
9 H 1.03 -2.28 0.56
10 H -0.66 -2.24 0.85
11 H 0.41 -1.85 2.18
12 C 1.32 -1.60 -2.69
13 O 0.29 -2.56 -2.83
14 C -0.74 -2.35 -3.66
15 O -1.03 -1.31 -4.28
16 O -1.47 -3.48 -3.67
17 C -2.60 -3.69 -4.56
18 H 0.97 -0.57 -2.65
19 H 1.86 -1.70 -3.63
20 H 2.05 -1.81 -1.91
21 H -3.41 -2.97 -4.40
22 H -3.03 -4.69 -4.52
23 H -2.32 -3.52 -5.60
24 C -4.91 0.53 -3.79
25 O -4.43 1.11 -2.59
26 C -3.93 0.38 -1.51
27 O -3.71 0.97 -0.41
28 O -3.54 -0.87 -1.88
29 C -2.64 -1.62 -1.03
30 H -5.44 1.33 -4.31
31 H -5.59 -0.27 -3.51
32 H -4.17 -0.05 -4.34
33 H -2.67 -2.70 -1.17
34 H -2.70 -1.53 0.05
35 H -1.63 -1.29 -1.26
36 C -3.58 -2.11 2.82
37 O -4.68 -1.38 3.45
38 C -4.77 -0.03 3.46
39 O -3.97 0.70 2.81
40 O -5.86 0.33 4.14
41 C -6.04 1.73 4.45
42 H -3.48 -3.15 3.11
43 H -2.59 -1.70 3.04
44 H -3.66 -2.03 1.74
45 H -5.21 2.30 4.85
46 H -6.81 1.82 5.22
47 H -6.49 2.26 3.61
48 C -1.26 1.94 -3.70
49 O -0.09 2.20 -2.97
50 C -0.08 2.89 -1.86
51 O -1.10 3.11 -1.18
52 O 1.17 3.32 -1.54
53 C 2.32 3.19 -2.40
54 H -1.08 1.29 -4.55
55 H -1.62 2.91 -4.05
56 H -1.99 1.46 -3.06
57 H 2.70 2.22 -2.73
58 H 3.16 3.71 -1.93
59 H 2.18 3.91 -3.21
60 C 0.04 6.46 4.02
61 O 1.19 5.60 3.90
62 C 1.16 4.34 3.42
63 O 0.12 3.81 2.85
64 O 2.27 3.68 3.74
65 C 2.46 2.32 3.46
66 H -0.83 6.20 3.42
67 H 0.38 7.47 3.77
68 H -0.12 6.44 5.10
69 H 3.25 1.99 4.13
70 H 2.84 2.17 2.45
71 H 1.52 1.79 3.62
72 C 4.84 4.15 1.54
73 O 4.49 3.30 0.46
74 C 5.08 2.20 0.19
75 O 6.13 1.80 0.76
76 O 4.36 1.56 -0.76
77 C 4.71 0.23 -1.06
78 H 5.78 4.65 1.31
79 H 4.95 3.59 2.48
80 H 4.18 4.99 1.74
81 H 3.85 -0.31 -1.48
82 H 4.91 -0.24 -0.10
83 H 5.68 0.10 -1.54
84 C 3.99 -5.04 0.94
85 N 3.48 -3.93 0.04
86 O 4.11 -2.85 -0.09
87 O 2.50 -4.08 -0.61
88 H 3.19 -5.10 1.67
89 H 4.90 -4.74 1.45
90 H 3.96 -5.90 0.26
91 C -0.23 -5.37 -0.51
92 N -0.55 -5.00 0.84
93 O -1.74 -4.62 1.05
94 O 0.23 -5.09 1.73
95 H -0.14 -4.44 -1.06
96 H -1.05 -5.95 -0.93
97 H 0.75 -5.85 -0.57

Values from the calculation:
- HOMO-LUMO gap (spin up / spin down): 0.095 / 0.127 hartree
- Total charge: -2
- E_LUMO (spin up / spin down): 3.9622 / 3.9575 eV
- Total energy: -74705.337 eV
- Multiplicity: 2
- E_HOMO (spin up / spin down): 1.3748 / 0.4959 eV

---

- What is the total energy in the second record?
  -50989.905 eV